Model i:
Formula: H2NO2P
Source: the OMol25 dataset
Level of theory: the ωB97M-V functional and the def2-TZVPD basis

Each line ends with the Mulliken charge.
CARTESIAN COORDINATES (ANGSTROEM)
O1 1.090 0.381 1.638  -0.245
N1 0.514 -0.485 1.011  0.080
P1 -0.261 -0.044 -0.398  0.446
O2 -1.631 0.146 0.074  -0.520
H1 -0.234 -1.101 -1.523  0.121
H2 0.524 1.104 -0.801  0.119

Results
Gap between HOMO and LUMO (spin up / spin down) ... 8.51 / 8.39 eV
E_HOMO (spin up / spin down) ... -10.0 / -9.9 eV
Total charge ... 0
SMILES string ... O=N[PH2]=O

***

Model ii:
Formula: H2NO2P
Source: the OMol25 dataset
Level of theory: the ωB97M-V functional and the def2-TZVPD basis

Each line ends with the Mulliken charge.
CARTESIAN COORDINATES (ANGSTROEM)
N1 1.252 -0.103 -0.119  -0.429
O1 -0.161 0.091 0.224  -0.233
P1 -1.527 -0.657 -0.499  0.473
O2 -2.555 -0.161 0.389  -0.368
H1 1.608 0.264 0.828  0.292
H2 1.382 0.566 -0.824  0.265

Results
Gap between HOMO and LUMO ... 9.82 eV
E_HOMO ... -10.1 eV
Total charge ... 0
SMILES string ... NOP=O

***

It is model ii that is most stable; the runner-up trails by 209.6 kJ/mol.

***

Model i:
Formula: H2NO2P
Source: the OMol25 dataset
Level of theory: the ωB97M-V functional and the def2-TZVPD basis

Each line ends with the Mulliken charge.
CARTESIAN COORDINATES (ANGSTROEM)
N1 -1.506 -0.565 -0.041  0.174
O1 -2.437 0.117 -0.103  -0.170
O2 1.597 1.411 -0.014  -0.569
P1 0.632 0.260 0.010  0.435
H1 0.918 -0.673 -0.994  0.065
H2 0.796 -0.551 1.141  0.065

Results
Gap between HOMO and LUMO (spin up / spin down) ... 7.81 / 7.99 eV
E_HOMO (spin up / spin down) ... -8.8 / -9.2 eV
Total charge ... 0

***

Model ii:
Formula: H2NO2P
Source: the OMol25 dataset
Level of theory: the ωB97M-V functional and the def2-TZVPD basis

Each line ends with the Mulliken charge.
CARTESIAN COORDINATES (ANGSTROEM)
O1 2.702 -0.506 -0.247  -0.259
N1 2.039 0.287 0.359  0.067
P1 0.588 0.945 -0.278  0.510
O2 -0.447 1.384 0.650  -0.515
H1 0.307 -0.287 -0.895  0.086
H2 1.175 1.861 -1.203  0.110

Results
Gap between HOMO and LUMO (spin up / spin down) ... 8.50 / 8.47 eV
E_HOMO (spin up / spin down) ... -9.7 / -9.7 eV
Total charge ... 0
SMILES string ... O=N[PH2]=O

***

It is model ii that is most stable; the runner-up trails by 44.3 kJ/mol.

***

Model i:
Formula: C2H13O4S
Source: the OMol25 dataset
Level of theory: the ωB97M-V functional and the def2-TZVPD basis

Each line ends with the Mulliken charge.
CARTESIAN COORDINATES (ANGSTROEM)
C1 -0.862 2.406 2.157  -0.945
C2 -0.474 1.117 1.432  -0.375
S1 -1.088 0.925 -0.277  -0.687
H1 -1.199 2.143 3.159  0.280
H2 -1.620 3.026 1.684  0.272
H3 0.017 3.046 2.274  0.230
H4 -0.753 0.243 2.023  0.242
H5 0.615 1.020 1.398  0.269
H6 0.682 2.482 -2.433  0.334
H7 1.114 1.315 -1.618  0.273
O1 1.277 1.728 -2.477  -0.665
H8 -0.509 -2.978 1.385  0.284
H9 -0.882 -2.793 -0.096  0.402
O2 -1.218 -3.150 0.751  -0.661
H10 -0.416 -1.362 -2.468  0.306
H11 -0.523 -0.872 -1.017  0.215
O3 -0.460 -1.726 -1.572  -0.832
H12 1.294 -2.203 -1.532  0.447
H13 2.788 -1.813 -1.287  0.290
O4 2.215 -2.553 -1.489  -0.680

Results
Gap between HOMO and LUMO ... 7.22 eV
E_HOMO ... -3.5 eV
Total charge ... -1

***

Model ii:
Formula: C2H13O4S
Source: the OMol25 dataset
Level of theory: the ωB97M-V functional and the def2-TZVPD basis

Each line ends with the Mulliken charge.
CARTESIAN COORDINATES (ANGSTROEM)
C1 -0.896 2.335 0.799  -0.725
C2 -1.477 2.935 -0.441  -0.409
S1 -0.245 2.833 -1.788  -0.705
H1 -0.452 3.133 1.386  0.211
H2 -0.205 1.535 0.463  0.017
H3 -1.559 1.763 1.495  0.310
H4 -1.611 4.042 -0.389  0.174
H5 -2.427 2.392 -0.694  0.184
H6 1.294 -0.069 2.787  0.323
H7 0.748 1.273 3.239  0.345
O1 1.346 0.567 3.505  -0.668
H8 2.839 -0.350 -1.994  0.312
H9 1.622 0.112 -1.270  0.311
O2 2.005 -0.717 -1.654  -0.673
H10 -1.922 -5.618 3.595  0.312
H11 -1.838 -4.237 3.048  0.327
O3 -1.554 -5.146 2.845  -0.639
H12 1.694 -2.701 -4.417  0.330
H13 1.026 -1.671 -5.130  0.339
O4 1.612 -2.413 -5.385  -0.674

Results
Gap between HOMO and LUMO ... 5.16 eV
E_HOMO ... -2.7 eV
Total charge ... -1

***

It is model i that is most stable; the runner-up trails by 146.6 kJ/mol.